# 1
Molecular formula: C15H20FN3OS
Method: DFT, ωB97M-V/def2-TZVPD

Computed properties:
LUMO level: 0.25 eV
molar mass: 309.410 g mol⁻¹
relative energy (zero: lowest compared OMol25 entry of this formula, charge and spin): 326.57 kcal/mol
frontier orbital gap: 0.3116 hartree
E_HOMO: -8.23 eV

XYZ file:
```
41
Properties=species:S:1:pos:R:3:forces:R:3:lowdin_charge:R:1
C -7.098966 -0.508360 0.412663 1.56 -1.27 -8.47 0.01
H -7.798291 -1.253796 0.333324 -2.59 -0.93 0.07 0.06
H -7.169971 0.303870 -0.502395 -0.26 -2.05 2.32 0.15
H -7.070645 -0.019173 1.263320 0.98 1.86 4.47 0.03
O -5.943614 -1.418460 -0.043159 -2.33 3.50 2.39 -0.06
C -4.848152 -0.660027 0.105088 1.56 2.07 -0.46 -0.18
C -3.727208 -1.463227 0.007119 4.97 5.85 -2.08 -0.20
C -2.405968 -0.754155 -0.356705 -9.71 4.14 2.63 0.14
C -2.281110 0.630348 -0.190876 5.14 -4.41 -0.34 -0.13
C -3.331408 1.328931 0.105665 -7.38 -2.31 0.39 -0.12
C -4.685470 1.001057 0.207946 2.28 -8.07 -0.77 0.12
H -5.584675 1.534122 0.258294 -0.52 1.14 0.26 0.06
H -3.260289 2.260725 0.137701 1.18 8.26 0.67 0.04
C -0.898515 1.321420 -0.124117 -5.53 -10.72 0.86 -0.24
C 0.338275 0.801149 0.108970 -1.70 -3.94 3.93 -0.16
C 1.107634 1.886201 0.085963 7.33 -2.87 1.22 -0.22
N 0.534513 2.756715 -0.511172 -3.67 10.28 -3.30 0.06
N -0.796375 2.448634 -0.540703 1.87 11.20 -4.89 0.07
H -1.363057 3.206137 -1.082252 0.95 -2.63 1.67 0.24
H 2.201679 2.062326 0.254247 -1.05 -0.74 0.04 0.15
C 0.736650 -0.503062 0.713378 -4.47 8.99 13.80 -0.38
N 1.139100 -1.364627 -0.031063 6.59 -10.04 -10.10 -0.05
H 0.505929 -1.543818 -0.790836 -0.38 -0.59 -0.27 0.13
C 2.380208 -1.018341 -0.756175 -1.04 1.51 -8.35 -0.31
C 3.691542 -0.948806 -0.291836 1.14 -4.29 10.39 -0.42
C 5.033931 -0.912163 -0.893244 -1.37 0.58 -3.85 -0.60
H 5.053104 -1.912936 -1.626749 0.40 3.05 1.32 0.14
H 4.990480 0.191098 -1.426433 0.95 -2.74 0.45 0.14
S 6.400494 -1.077177 0.214292 0.48 -0.26 -0.02 0.81
C 6.437858 0.503402 1.059587 -6.07 1.08 -6.07 -0.38
H 5.596729 0.644603 1.652525 -0.97 0.01 1.81 0.01
H 7.315455 0.623844 1.386767 6.56 0.79 3.39 -0.07
H 6.314464 1.390372 0.292168 0.30 -1.71 0.93 0.09
H 3.705174 -2.210896 0.437389 0.21 3.01 -1.80 0.21
H 3.609634 -0.401976 0.711247 0.91 0.16 -1.20 0.10
H 2.602262 -1.586635 -1.706660 -1.52 -1.13 0.91 0.13
H 2.380794 -0.058069 -1.551933 -1.18 -0.82 2.30 0.17
H -0.049107 -0.946710 1.604795 1.23 1.20 -2.55 0.19
H 1.574707 -0.290223 1.535170 -1.31 0.06 -1.50 0.16
H -1.658940 -1.294810 -0.318317 7.35 -5.40 -0.40 0.00
F -3.678838 -2.747524 -0.142975 -0.86 -1.79 0.14 0.13
```
Positions in Å, forces in eV/Å.

---

# 2
Molecular formula: C5H12ClILuNOP
Method: DFT, ωB97M-V/def2-TZVPD

Computed properties:
LUMO level: -16.02 eV
net charge: +3
molar mass: 470.455 g mol⁻¹
frontier orbital gap: 0.0934 hartree
E_HOMO: -18.56 eV

XYZ file:
```
23
Properties=species:S:1:pos:R:3:forces:R:3:lowdin_charge:R:1
C -2.812735 -1.264758 1.457826 -0.05 0.25 0.59 -0.06
C -1.743739 -0.188990 1.590363 0.25 -0.04 -0.96 -0.21
C -1.132068 0.176662 0.216670 0.18 -0.57 1.01 -0.28
N 0.073134 0.987518 0.478869 0.12 0.94 -1.70 -0.20
P 1.177816 1.200916 -0.873390 -3.38 -0.89 5.13 0.78
Cl 2.689298 1.799444 -2.772824 0.45 0.21 -4.27 0.02
C 2.440706 0.048844 -0.269155 0.79 -0.32 -1.77 -0.34
C 1.788173 -1.268784 0.095152 -0.28 0.16 0.92 -0.89
O 1.484723 -1.552823 1.191595 0.02 -0.26 -0.18 0.12
I 1.416284 -2.590856 -1.553683 0.00 0.00 -0.33 1.00
H -2.740042 -1.853654 0.553628 -0.01 -0.07 -0.31 0.08
H -2.703925 -1.947145 2.289713 -0.05 -0.27 0.19 0.09
H -3.795010 -0.826943 1.550884 -0.36 -0.01 -0.28 0.09
H -0.917278 -0.537076 2.191128 0.23 -0.04 0.30 0.10
H -2.127155 0.725337 2.020061 -0.16 0.18 0.35 0.12
H -0.832388 -0.743836 -0.268895 -0.03 -0.23 -0.32 0.07
H -1.843970 0.724831 -0.394807 -0.22 0.00 -0.24 0.13
H -0.301332 1.910366 0.684829 0.30 0.17 0.62 0.10
H 0.238248 0.861002 -1.842470 0.65 -0.04 -0.82 0.03
H 1.276038 2.550822 -0.563685 0.81 0.31 -0.82 0.06
H 3.145167 -0.178187 -1.058526 0.36 0.00 -0.11 0.04
H 2.996972 0.479413 0.555513 -0.29 0.31 0.44 0.13
Lu 2.223082 1.487897 -5.278797 0.64 0.22 2.54 2.02
```
Positions in Å, forces in eV/Å.

---

# 3
Molecular formula: C36H34Br2EuN2OS
Method: DFT, ωB97M-V/def2-TZVPD

Computed properties:
LUMO level (alpha / beta): 0.12 / 0.12 eV
expectation value of S²: 15.760
molar mass: 854.520 g mol⁻¹
relative energy (zero: lowest compared OMol25 entry of this formula, charge and spin): 6.95 kcal/mol
frontier orbital gap (alpha / beta): 0.2295 / 0.2747 hartree
spin multiplicity: 8
E_HOMO (alpha / beta): -6.13 / -7.35 eV

XYZ file:
```
77
Properties=species:S:1:pos:R:3:forces:R:3:lowdin_spin:R:1
Eu -0.068300 0.012300 0.245200 2.88 -0.09 1.01 7.00
C 3.404400 0.000600 2.252900 -0.15 -0.14 0.08 0.00
C 2.444600 -0.729000 3.203200 0.02 -0.05 -0.20 0.00
C 2.638100 -2.242800 3.143900 0.01 0.26 0.07 0.00
C 1.010400 -0.289500 2.965100 -0.38 0.33 0.37 0.00
C -0.084300 -1.177300 2.975000 0.24 0.38 0.53 0.00
C -1.392900 -0.696500 3.032100 0.22 0.26 0.21 0.00
C -1.666000 0.675800 3.034400 0.61 -0.13 -0.03 0.00
C -3.035000 1.207800 3.285200 -0.12 -0.01 0.00 0.00
C -0.586200 1.555800 2.897000 0.03 -0.30 0.30 0.00
C 0.726600 1.088800 2.884500 -0.03 -0.48 0.40 0.00
H 4.378800 -0.478700 2.267100 0.18 -0.03 -0.04 0.00
H 3.546000 1.033600 2.556900 0.01 0.13 -0.09 0.00
H 3.030200 -0.008700 1.224300 0.09 0.02 0.05 0.00
H 2.693800 -0.413700 4.225200 -0.02 -0.04 -0.07 0.00
H 2.348300 -2.652600 2.176300 -0.04 -0.05 -0.09 0.00
H 2.065400 -2.739000 3.922500 -0.10 -0.13 0.03 0.00
H 3.686100 -2.480400 3.310200 0.08 -0.05 0.00 0.00
H 0.079900 -2.245400 3.078200 0.00 0.12 -0.17 0.00
H -2.211100 -1.399000 3.139200 0.02 0.04 -0.16 0.00
H -3.182700 1.324500 4.358700 -0.03 0.04 0.11 0.00
H -3.801000 0.538700 2.913000 -0.08 -0.09 -0.10 0.00
H -3.167000 2.182100 2.823800 -0.06 0.08 -0.08 0.00
H -0.764200 2.623500 2.927500 -0.03 0.02 -0.15 0.00
H 1.536800 1.806700 2.949200 -0.04 -0.04 -0.21 0.00
C 5.030500 -3.484300 0.585100 0.16 0.12 -0.30 0.00
C 5.735600 -3.040100 -0.698600 0.04 -0.11 0.07 0.00
C 5.962800 -4.279300 -1.574500 -0.03 0.13 0.14 0.00
C 7.089900 -2.432300 -0.303300 -0.14 -0.10 -0.01 0.00
C 4.954000 -1.997000 -1.484100 -0.08 0.07 -0.05 0.00
C 5.520000 -1.508300 -2.674200 -0.01 0.05 -0.02 0.00
C 4.907000 -0.542200 -3.437500 -0.07 -0.05 0.09 0.00
C 3.693700 -0.038500 -3.001700 -0.20 0.01 0.14 0.00
S 2.694100 1.156800 -3.753800 0.19 -0.20 0.11 0.00
C 1.538600 0.975200 -2.466300 0.37 -0.51 0.50 0.00
N 1.880400 0.103400 -1.534100 -0.26 0.45 -0.50 0.00
C 3.091000 -0.497400 -1.819300 0.33 0.20 -0.55 0.00
C 3.733000 -1.490300 -1.071000 -0.14 -0.01 0.04 0.00
C 0.306200 1.748100 -2.485700 -0.84 0.45 0.51 0.00
C -0.027200 2.448800 -3.650700 0.14 -0.18 0.10 0.00
C -1.207000 3.155300 -3.726700 0.03 -0.02 -0.01 0.00
C -2.066700 3.157200 -2.637800 0.03 -0.07 0.17 0.00
C -1.724700 2.478400 -1.475300 0.22 0.04 -0.04 0.00
C -0.522300 1.766300 -1.325700 0.01 0.75 -1.13 -0.01
H 5.655200 -4.213600 1.093600 0.07 -0.12 0.09 0.00
H 4.074000 -3.957200 0.377600 -0.19 0.00 0.01 0.00
H 4.888900 -2.644300 1.258000 -0.12 0.11 0.12 0.00
H 6.542500 -5.014100 -1.023300 0.11 -0.16 0.08 0.00
H 6.506300 -4.034100 -2.481000 0.07 0.01 -0.15 0.00
H 5.015500 -4.734100 -1.856200 -0.11 -0.04 -0.04 0.00
H 7.634400 -3.126800 0.330000 0.13 -0.12 0.11 0.00
H 6.947700 -1.503700 0.245000 -0.01 0.10 0.08 0.00
H 7.705100 -2.221300 -1.171700 0.09 0.06 -0.14 0.00
H 6.468100 -1.891100 -3.011700 0.17 -0.10 -0.02 0.00
H 5.347600 -0.183700 -4.352700 0.15 0.02 -0.13 0.00
H 3.247600 -1.850300 -0.172900 0.05 -0.03 0.03 0.00
H 0.636200 2.414600 -4.502800 0.00 0.08 -0.23 0.00
H -1.461500 3.686900 -4.628200 -0.06 0.09 -0.16 0.00
H -3.004500 3.687400 -2.697700 -0.16 0.11 -0.02 0.00
H -2.426200 2.508900 -0.643800 -0.01 -0.02 -0.03 0.00
Br -5.066000 0.214400 0.355600 -0.12 -0.09 -0.09 0.00
C -4.109600 -0.956700 -0.780200 0.50 0.21 0.31 0.00
C -4.790300 -1.681000 -1.748100 0.14 -0.37 -0.48 0.00
C -4.093700 -2.490500 -2.613100 -0.37 0.17 0.12 0.00
Br -5.071200 -3.470700 -3.919200 0.07 0.05 0.05 0.00
C -2.688100 -2.594200 -2.538100 0.08 0.15 0.19 0.00
C -1.900400 -3.362000 -3.417000 0.36 0.02 0.10 0.00
C -0.542400 -3.404000 -3.239900 -0.28 -0.05 -0.09 0.00
C 0.036600 -2.686400 -2.187300 -0.06 0.37 0.47 0.00
N -0.655200 -1.940600 -1.343100 -0.14 -0.53 -0.59 -0.01
C -2.008100 -1.877300 -1.510400 -0.18 -0.26 -0.25 0.00
C -2.729500 -1.046900 -0.586100 -0.63 0.15 0.35 0.00
O -2.118300 -0.443700 0.382500 -2.59 -0.83 -0.48 -0.01
H -5.864600 -1.606900 -1.806900 -0.08 0.01 -0.08 0.00
H -2.373100 -3.904500 -4.222000 -0.03 -0.04 -0.03 0.00
H 0.088400 -3.979700 -3.897100 0.07 -0.07 -0.08 0.00
H 1.109300 -2.722000 -2.029200 0.02 0.04 -0.03 0.00
```
Positions in Å, forces in eV/Å.

---

# 4
Molecular formula: C7H17NS2
Method: DFT, ωB97M-V/def2-TZVPD

Computed properties:
LUMO level: 0.66 eV
molar mass: 179.354 g mol⁻¹
relative energy (zero: lowest compared OMol25 entry of this formula, charge and spin): 147.70 kcal/mol
frontier orbital gap: 0.3389 hartree
E_HOMO: -8.57 eV

XYZ file:
```
27
Properties=species:S:1:pos:R:3:forces:R:3:lowdin_charge:R:1
C 2.284952 0.805269 -0.433924 -1.39 3.91 -0.08 -0.18
C 1.811940 -0.559512 -0.036144 1.38 0.59 1.93 -0.98
C 2.970573 -1.390374 -0.669621 0.82 0.63 -1.30 -0.14
C 1.801599 -0.643074 1.488403 -1.93 1.20 -0.08 -0.13
C -0.940531 0.565672 -0.150931 0.60 0.66 -1.33 -0.46
C -2.473999 0.536017 -0.540901 1.39 1.83 2.41 -0.46
C -3.302458 -0.410833 0.368047 -0.12 0.65 -0.13 -0.49
H 3.000406 1.457108 0.528679 -1.70 -2.37 -3.50 0.17
H 1.107859 1.538840 -0.340718 4.34 -1.60 -0.99 0.12
H 2.827789 0.471104 -1.643516 -1.77 2.74 3.64 0.15
H 3.172553 -2.405094 -0.205651 -0.49 1.02 -1.02 0.08
H 4.069957 -0.689565 -0.591696 -3.41 -2.31 -0.13 0.16
H 2.560261 -1.314801 -1.803949 1.75 -1.14 2.20 0.10
H 2.754187 -0.406035 1.803609 2.35 -0.21 0.96 0.04
H 1.332314 -1.444870 1.998134 0.19 -1.73 -0.16 0.07
H 1.226839 0.138523 2.005217 -0.18 0.62 -0.80 0.08
H -0.745503 0.742257 0.911907 -0.40 0.00 -0.11 0.07
H -0.617582 1.461271 -0.741516 0.03 -0.68 0.75 0.05
H -2.523652 0.379135 -1.594721 -0.54 -0.31 -0.66 0.11
H -2.562462 2.766247 -0.763294 0.21 -0.78 0.40 0.07
H -2.668203 2.042226 0.762134 0.27 0.96 1.02 0.03
H -4.401102 -0.027266 0.150944 2.06 -1.37 1.03 0.11
H -2.909430 -0.248231 1.496660 -1.32 -0.46 -2.59 0.12
H -1.897825 -2.268015 -0.969276 -1.99 0.41 1.57 -0.15
N -2.928728 1.999943 -0.190460 -0.58 -2.61 -1.47 0.02
S 0.148785 -0.824328 -0.717194 -0.69 -1.01 -0.78 0.87
S -3.098534 -2.271606 -0.120210 1.14 1.35 -0.79 0.57
```
Positions in Å, forces in eV/Å.

---

# 5
Molecular formula: C19H25BrN4O4PdS2
Method: DFT, ωB97M-V/def2-TZVPD

Computed properties:
LUMO level: -0.16 eV
molar mass: 623.891 g mol⁻¹
relative energy (zero: lowest compared OMol25 entry of this formula, charge and spin): 0.00 kcal/mol
frontier orbital gap: 0.3060 hartree
E_HOMO: -8.49 eV

XYZ file:
```
56
Properties=species:S:1:pos:R:3:forces:R:3:lowdin_charge:R:1
Pd -0.037333 0.992169 0.142272 -0.61 -0.09 -1.10 0.78
C 2.445959 0.793042 5.700278 0.00 0.01 0.00 -0.05
C 2.486642 0.512827 4.223025 0.00 0.03 -0.02 -0.27
C 2.274059 -0.767296 3.728435 0.01 -0.03 -0.04 -0.03
C 2.321465 -1.028601 2.363236 -0.15 -0.09 0.10 -0.07
C 2.577831 0.006428 1.487659 0.06 0.11 -0.27 -0.31
C 2.822370 1.290288 1.960160 0.13 0.08 -0.03 -0.06
C 2.765438 1.538699 3.317152 -0.01 -0.02 0.04 -0.03
S 2.668299 -0.322889 -0.263884 0.38 -0.36 -0.17 0.56
O 4.014904 -0.004652 -0.670565 -0.07 -0.04 0.01 -0.30
O 2.189573 -1.673210 -0.439933 0.16 0.06 -0.02 -0.35
N 1.622611 0.651248 -1.051590 0.14 0.31 1.16 -0.32
C 2.172776 1.973931 -1.427028 0.17 -0.10 -0.38 -0.18
C 1.459474 3.163621 -0.822688 -0.31 0.11 0.28 -0.64
O 1.774886 4.300324 -1.094268 0.11 -0.06 -0.08 0.06
O 0.479164 2.874236 0.004239 0.11 0.35 -0.10 -0.20
H 2.062420 -0.062628 6.254513 0.00 0.00 0.00 0.07
H 1.813983 1.654606 5.919506 0.00 0.00 0.00 0.08
H 3.444844 1.017528 6.079370 0.00 0.00 0.00 0.08
H 2.069161 -1.577863 4.417963 0.00 0.00 0.00 0.11
H 2.150001 -2.022129 1.971634 -0.03 0.01 0.02 0.11
H 3.084948 2.088532 1.276289 -0.10 0.00 0.01 0.12
H 2.946696 2.543331 3.680673 0.00 -0.01 0.01 0.12
H 2.118714 2.096669 -2.511592 -0.02 -0.06 0.00 0.12
H 3.230748 2.051080 -1.178199 0.02 -0.03 -0.02 0.11
Br -5.990396 3.765541 1.528017 -0.03 0.02 0.01 0.79
C -4.348676 2.932261 1.147646 0.04 -0.02 -0.01 -0.69
C -3.872667 1.929613 1.975604 0.00 -0.01 -0.02 -0.09
C -2.664347 1.343630 1.652649 -0.05 -0.06 -0.08 -0.13
N -1.943987 1.712511 0.589676 0.15 0.01 0.66 -0.08
C -2.404407 2.690823 -0.192735 0.00 0.02 0.02 -0.10
C -3.612650 3.320728 0.043107 0.00 -0.01 -0.01 -0.08
H -4.420288 1.610130 2.849538 0.00 0.00 0.00 0.11
H -2.259436 0.540627 2.252570 0.02 0.02 0.02 0.10
H -1.771197 2.985134 -1.016524 0.02 0.02 0.01 0.12
H -3.953846 4.104064 -0.616898 0.00 0.00 0.00 0.11
C -3.248737 -2.353405 -3.151848 0.00 0.01 -0.03 -0.08
C -2.255340 -3.384541 -2.636794 0.01 -0.02 0.01 -0.23
N -1.566494 -2.957335 -1.418074 -0.09 0.04 -0.01 0.00
C -0.850873 -1.822806 -1.258877 0.16 -0.05 0.11 -0.74
S -0.820616 -1.181413 0.344578 -0.17 -0.07 -0.08 0.70
N -0.175390 -1.251817 -2.235396 -0.11 0.01 -0.13 0.02
C 0.251969 -1.840210 -3.506385 0.04 0.01 0.06 -0.21
C 1.122278 -3.073894 -3.321633 0.03 -0.03 -0.01 -0.07
H -3.818317 -2.764339 -3.985958 0.01 0.01 -0.01 0.08
H -2.743287 -1.450122 -3.496945 0.00 -0.01 0.03 0.07
H -3.948967 -2.067370 -2.366101 -0.01 -0.01 -0.01 0.08
H -1.531156 -3.650851 -3.402744 0.00 -0.02 -0.02 0.09
H -2.770647 -4.308327 -2.375923 -0.01 0.01 0.02 0.12
H -2.047974 -3.209851 -0.569018 0.04 -0.03 0.02 0.11
H 0.427821 -0.478332 -1.927915 0.00 0.00 0.10 0.05
H 0.832401 -1.055980 -3.991728 -0.01 -0.01 -0.01 0.12
H -0.606637 -2.031614 -4.149535 -0.01 0.00 -0.02 0.09
H 1.966989 -2.837564 -2.675449 -0.01 -0.01 -0.01 0.07
H 1.493304 -3.408540 -4.291109 0.00 -0.01 0.00 0.08
H 0.571928 -3.896040 -2.862480 0.01 0.01 0.01 0.07
```
Positions in Å, forces in eV/Å.